Entry 1:
Molecular formula: C32H46BrCoN3P2
Method: DFT, ωB97M-V/def2-TZVPD

Summary:
**Frontier orbital gap (alpha / beta)**: 7.00 / 3.46 eV
**⟨S²⟩**: 3.79
**Spin multiplicity**: 4
**Total charge**: +2
**DFT total energy**: -164631.18500 eV

```
85
Properties=species:S:1:pos:R:3:mulliken_charge:R:1
N -3.724 -8.318 -3.827 -0.573
C -3.131 -8.571 -2.648 -0.319
C -2.458 -7.597 -1.909 -0.523
C -2.382 -6.264 -2.407 0.764
C -2.976 -6.024 -3.681 -0.464
C -3.667 -7.070 -4.320 -0.320
C -1.781 -5.171 -1.667 0.017
Co 0.742 0.078 0.305 -0.350
P -1.618 4.753 2.339 0.184
C -1.746 -3.901 -2.174 -1.233
C -1.342 -2.770 -1.390 0.848
C -2.131 -1.579 -1.454 -0.621
C -2.091 -0.693 -0.369 -0.347
C -1.017 -0.821 0.522 0.456
C -0.223 -2.012 0.644 -0.140
C -0.337 -2.960 -0.418 -1.290
Br -1.036 0.880 1.911 -0.174
H -1.444 -5.412 -0.649 0.460
H -2.181 -3.658 -3.130 0.265
H -2.035 -7.893 -0.949 0.350
H -2.956 -5.053 -4.187 0.267
H -3.211 -9.610 -2.317 0.371
H -4.168 -6.873 -5.279 0.352
H -2.854 -1.523 -2.280 0.416
H 0.259 -3.873 -0.481 0.713
H -2.803 0.097 -0.146 0.462
H 0.311 -2.171 1.588 0.709
P 1.382 1.052 -1.490 0.787
C -2.287 3.409 3.366 -0.030
C -3.507 3.875 4.152 -1.366
H -1.483 3.065 4.030 0.581
H -2.526 2.555 2.719 -0.074
H -3.756 3.135 4.921 0.403
H -3.284 4.832 4.634 0.382
H -4.383 3.996 3.503 0.335
C -2.375 4.570 0.696 0.411
C -2.718 5.970 0.157 -1.291
H -3.276 3.949 0.802 0.468
H -1.687 4.027 0.033 -0.359
H -3.388 5.902 -0.707 0.393
H -3.216 6.564 0.934 0.379
H -1.818 6.509 -0.167 0.351
C 0.165 4.441 2.160 0.199
C 0.884 5.341 3.165 -1.324
H 0.432 4.687 1.122 0.330
H 0.355 3.367 2.288 -0.090
H 1.931 5.462 2.890 0.382
H 0.416 6.329 3.173 0.405
H 0.846 4.928 4.176 0.367
C 2.907 2.070 -1.439 -0.749
C 3.880 1.989 -2.616 -1.346
H 3.424 1.795 -0.509 0.542
H 2.559 3.105 -1.314 0.607
H 4.454 1.049 -2.637 0.250
H 3.393 2.147 -3.589 0.322
H 4.624 2.789 -2.500 0.416
C 0.059 2.291 -1.800 0.101
C -0.898 1.928 -2.929 -1.368
H 0.554 3.252 -2.004 0.652
H -0.487 2.407 -0.850 -0.581
H -0.361 1.791 -3.881 0.365
H -1.453 1.004 -2.705 0.216
H -1.637 2.731 -3.067 0.421
C 1.432 -0.124 -2.888 -0.768
C 2.354 -1.336 -2.695 -1.175
H 1.718 0.426 -3.799 0.611
H 0.403 -0.475 -3.061 0.471
H 1.981 -2.184 -3.291 0.364
H 3.384 -1.120 -3.022 0.297
H 2.384 -1.679 -1.649 0.151
N 4.637 -0.795 1.445 -0.021
C 3.723 -0.308 0.581 -0.527
N 2.513 -0.238 1.181 0.394
C 2.692 -0.661 2.513 0.456
C 1.768 -0.903 3.523 -0.386
C 2.186 -1.656 4.632 -0.684
C 3.502 -2.146 4.734 -0.532
C 4.456 -1.828 3.747 -0.903
C 4.019 -1.062 2.665 0.421
H 5.627 -0.915 1.227 0.263
H 3.981 -0.024 -0.443 0.413
H 0.763 -0.489 3.408 0.179
H 1.477 -1.881 5.437 0.405
H 3.784 -2.755 5.599 0.394
H 5.489 -2.147 3.816 0.408
```

Entry 2:
Molecular formula: C32H46O8
Method: DFT, ωB97M-V/def2-TZVPD

Summary:
**SMILES**: CCOCCOCc1c(CCCCOC=O)ccc2c1C(=O)c1ccccc1C2=O.CCOCC.CCOCC
**Frontier orbital gap**: 8.95 eV
**DFT total energy**: -50308.03939 eV

```
86
Properties=species:S:1:pos:R:3:mulliken_charge:R:1
C 6.428 -0.288 1.913 -0.851
C 6.647 -0.419 0.384 -0.289
O 5.770 0.371 -0.410 -0.417
C 4.550 -0.266 -0.719 -0.700
C 3.437 0.373 0.146 0.158
O 2.184 0.035 -0.427 -0.293
C 1.139 0.922 -0.033 -1.177
C 1.208 1.389 1.417 1.073
C 1.005 0.461 2.442 -0.062
C 0.721 -1.006 2.130 -0.008
C -0.753 -1.293 2.526 -1.086
C -1.749 -0.776 1.469 0.293
C -3.070 -1.498 1.716 -1.030
O -4.148 -0.898 0.953 -0.314
C -5.269 -1.645 1.092 0.170
O -6.375 -1.239 0.823 -0.483
C 1.070 0.901 3.738 -0.510
C 1.288 2.223 4.065 -1.541
C 1.452 3.115 3.044 1.131
C 1.431 2.721 1.714 0.439
C 1.625 3.805 0.667 0.188
O 2.324 3.676 -0.318 -0.570
C 0.899 5.093 0.991 0.429
C 0.248 5.820 0.030 -0.720
C -0.415 6.955 0.435 -0.547
C -0.433 7.339 1.757 -0.576
C 0.245 6.611 2.704 -0.793
C 0.915 5.475 2.317 0.438
C 1.650 4.592 3.299 -0.255
O 2.329 5.032 4.208 -0.562
H 5.491 0.201 2.182 0.262
H 6.422 -1.301 2.337 0.254
H 7.292 0.223 2.345 0.308
H 6.606 -1.461 0.042 0.324
H 7.658 -0.058 0.165 0.327
H 4.244 -0.091 -1.760 0.240
H 4.567 -1.354 -0.567 0.305
H 3.616 1.454 0.132 0.384
H 3.549 -0.030 1.163 -0.022
H 1.134 1.757 -0.740 0.566
H 0.176 0.415 -0.172 0.182
H 1.425 -1.583 2.736 0.570
H 0.797 -1.216 1.065 -0.639
H -0.932 -0.864 3.519 0.458
H -0.939 -2.373 2.620 0.529
H -1.385 -1.055 0.473 0.048
H -1.895 0.307 1.540 0.226
H -3.322 -1.447 2.785 0.441
H -2.980 -2.559 1.455 0.467
H -5.172 -2.684 1.468 0.366
H 0.942 0.215 4.575 0.603
H 1.321 2.572 5.092 0.492
H 0.234 5.521 -1.012 0.495
H -0.971 7.579 -0.259 0.384
H -0.989 8.224 2.049 0.389
H 0.262 6.859 3.761 0.456
C -6.194 -0.621 -2.151 -1.258
C -4.684 -0.627 -2.321 0.608
O -4.212 -1.632 -3.207 -0.395
C -4.674 -1.552 -4.541 -0.332
C -4.270 -0.270 -5.252 -1.025
H -6.557 -1.613 -1.879 0.304
H -6.490 0.084 -1.377 0.390
H -6.694 -0.330 -3.078 0.380
H -4.216 -0.833 -1.364 -0.434
H -4.325 0.360 -2.638 0.218
H -5.760 -1.693 -4.581 0.297
H -4.231 -2.401 -5.063 0.345
H -4.763 0.602 -4.819 0.258
H -4.544 -0.319 -6.306 0.402
H -3.193 -0.112 -5.174 0.272
C 0.608 -6.127 -1.899 -1.076
C -0.337 -4.957 -1.683 -0.305
O 0.149 -3.995 -0.764 -0.412
C 1.362 -3.351 -1.119 0.190
C 1.281 -2.558 -2.411 -1.050
H 0.891 -6.572 -0.944 0.283
H 0.132 -6.889 -2.517 0.404
H 1.526 -5.816 -2.402 0.261
H -1.272 -5.327 -1.261 0.330
H -0.591 -4.480 -2.636 0.293
H 2.184 -4.075 -1.157 0.361
H 1.588 -2.667 -0.301 -0.191
H 1.146 -3.208 -3.278 0.441
H 2.197 -1.987 -2.560 0.254
H 0.436 -1.868 -2.384 0.239
```